# 1
C44H50AuP2Si3 as an isolated structure, computed with ωB97M-V/def2-TZVPD.

Calculated values
Charge: +1
HOMO level (hartree): -0.3879
Kohn-Sham gap (eV): 7.32

Each line ends with the Löwdin charge.
Atoms and positions in Å:
H -1.708 1.010 -5.160  0.1138
C -2.212 -3.151 -2.658  -0.0959
C -5.591 -1.442 1.808  -0.0541
C 3.246 -2.986 -1.922  -0.1801
H -2.207 0.340 4.244  0.0493
H 4.685 4.460 1.832  0.1120
C -3.694 1.891 -2.564  -0.0667
H 3.574 -2.922 -2.964  0.0413
C -3.359 -0.603 1.430  -0.3030
C 1.915 2.845 -2.803  -0.0588
C 1.076 -2.439 2.968  -0.1989
C -1.719 0.057 -3.245  -0.0919
C -1.972 -4.384 -3.244  -0.0581
Si 2.350 -2.418 1.586  0.3707
H -3.988 4.803 3.081  0.1130
C -3.135 1.912 -3.834  -0.0722
H -3.732 0.936 -0.656  0.0984
C -3.288 -1.388 0.275  -0.3726
H 2.665 -0.259 0.714  -0.0307
C -1.002 -5.228 -2.717  -0.0530
H -6.490 -1.476 2.410  0.1133
C 2.015 -1.063 0.335  -0.5108
P -1.778 -1.186 -0.709  0.9826
H 3.259 -4.401 0.327  0.0219
H 4.158 0.821 -1.188  0.0095
H 2.640 4.048 0.529  0.1099
C -2.055 2.257 1.946  -0.2880
C 4.291 2.901 3.253  -0.0578
C -0.204 3.973 -2.645  -0.0666
C -2.283 0.022 -1.972  -0.3300
H -4.472 2.594 -2.297  0.1113
C 2.854 3.437 1.398  -0.0773
H 1.271 -3.267 3.657  0.0412
C -3.120 4.289 2.689  -0.0533
H -4.280 -2.810 -1.004  0.1048
C 4.008 3.672 2.135  -0.0594
H 4.077 -3.396 -1.344  0.0294
H -0.471 0.398 3.994  0.0257
H 2.802 2.584 -3.365  0.1179
H -2.966 -2.496 -3.078  0.1114
C 0.625 2.708 -0.773  -0.3450
C -0.269 -4.840 -1.605  -0.0663
H -0.963 -0.658 -3.529  0.0833
Si 2.736 -1.259 -1.385  0.3831
H 5.192 3.085 3.823  0.1126
C -1.948 5.003 2.446  -0.0525
H 1.630 0.816 3.169  0.0772
C -0.367 3.500 -1.351  -0.0709
H -0.971 4.597 -3.084  0.1112
C 4.312 -0.229 -1.456  -0.1730
C -1.469 -2.754 -1.545  -0.3558
C -0.498 -3.602 -1.022  -0.0989
H -6.332 -2.849 0.367  0.1139
H 2.418 -3.695 -1.883  0.0137
C -0.831 4.361 1.936  -0.0656
C 0.935 3.650 -3.370  -0.0563
H -0.815 -6.189 -3.178  0.1132
C -0.896 2.996 1.675  -0.3703
C 2.281 1.638 2.895  -0.1005
C -3.174 2.924 2.448  -0.0707
C 3.424 1.885 3.637  -0.0654
C 2.391 -4.187 0.951  -0.1713
H 4.025 -1.057 2.813  0.0155
H 3.647 1.276 4.503  0.1133
H -1.260 3.757 -0.796  0.1058
H -1.914 6.066 2.645  0.1134
H -3.473 2.639 -4.563  0.1113
H 0.996 0.187 -2.504  -0.0079
H 0.491 -5.495 -1.197  0.1068
H 0.094 -3.280 -0.174  0.0564
C -4.349 -2.197 -0.113  -0.0517
C 4.013 -2.061 2.377  -0.1673
C -1.387 -0.072 3.641  -0.1713
H 2.439 -4.848 1.822  0.0430
H 0.055 -2.559 2.591  0.0131
C -2.146 1.000 -4.170  -0.0594
H -4.088 2.381 2.665  0.1022
H -1.339 -1.144 3.814  0.0296
H 4.246 -2.777 3.169  0.0381
H 1.499 -4.465 0.384  -0.0072
H 5.042 -0.623 -0.741  0.0335
H -4.606 -0.061 3.108  0.1046
P 0.450 2.058 0.900  0.9911
C -4.528 -0.638 2.193  -0.0774
Au 0.005 -0.251 0.526  0.7222
H 1.120 -1.515 3.551  0.0100
H -2.542 -4.685 -4.113  0.1122
H 1.059 4.026 -4.377  0.1120
H 0.077 4.918 1.731  0.1172
H 2.125 -0.497 -3.674  0.0482
C 1.986 2.417 1.776  -0.3493
H 2.524 1.745 -1.074  0.0703
H 4.820 -2.104 1.640  0.0328
H 0.870 -1.517 -2.969  0.0172
C -3.269 0.953 -1.636  -0.0807
Si -1.851 0.398 1.899  0.5335
C 1.759 2.374 -1.511  -0.1242
C -5.501 -2.220 0.658  -0.0494
C 1.570 -0.706 -2.753  -0.1898
H 4.771 -0.259 -2.447  0.0386


# 2
A 7-piece molecular cluster, C44H50F6INO21S overall at a distorted geometry, computed with ωB97M-V/def2-TZVPD.

Calculated values
Charge: 0
HOMO level (hartree): -0.2826
Kohn-Sham gap (eV): 7.62

Each line ends with the Löwdin charge.
Atoms and positions in Å:
C -2.481 2.777 0.706  -0.0635
O -4.902 2.571 -1.143  0.1535
C -2.111 9.356 -1.683  -0.1188
O -0.173 -6.122 -1.301  0.0445
C 0.587 -2.710 -1.914  -0.2759
H -0.268 -2.029 -1.875  0.0537
O -6.091 3.141 1.524  0.0452
C 4.307 -9.657 -0.514  -0.5506
O -0.148 9.283 -0.506  0.0610
C 0.539 -3.360 -3.309  -0.5747
N 0.953 0.564 -0.349  -0.0020
O 1.198 -7.787 -1.889  0.0743
C 2.582 5.490 1.644  0.0306
H 1.477 -3.229 -3.841  0.0315
H 0.635 3.715 -4.262  0.0918
C 0.353 -6.830 -2.335  -0.5630
C 5.091 -11.766 -0.618  -0.1166
H -1.298 -0.800 4.581  0.0872
H 2.607 -0.013 0.828  0.1092
C 2.016 1.842 1.627  -0.1456
C 1.416 -7.565 -0.489  -0.1250
H 2.075 -1.743 -0.650  0.0955
F 4.995 1.644 -5.216  0.1425
H -7.405 2.370 0.111  0.1241
C -0.194 1.367 -0.017  -0.2006
O -1.466 8.089 -1.862  0.0628
O -5.385 0.384 -1.172  0.0552
H 2.686 -2.330 -2.259  0.1111
C 1.308 0.662 -1.739  -0.1988
C 2.273 4.099 2.171  -0.4842
C -1.577 3.350 -0.153  -0.0682
H -1.707 4.346 -0.556  0.1170
C 1.649 1.905 -3.813  -0.2511
H 0.367 -6.082 0.712  0.1314
C -0.989 10.226 -1.170  -0.1246
O 4.274 -8.478 -0.348  0.1617
O 3.210 -10.456 -0.565  0.0484
H 1.621 3.012 -5.599  0.1162
H -2.873 -0.806 -2.766  0.0530
C -7.392 3.074 0.939  -0.1234
O -1.496 -1.168 3.710  -0.0071
H -4.958 -1.644 -1.194  0.1343
H -3.010 1.069 1.875  0.1295
H 3.095 4.821 -4.895  0.1267
C -1.140 0.817 0.855  -0.1619
H -7.259 4.690 -0.506  0.1327
C 3.996 3.302 -3.760  -0.2081
S 0.725 3.312 -1.653  1.1120
C -0.970 -0.593 1.411  -0.0610
H -0.422 10.699 -1.975  0.1327
H 0.889 -3.349 7.363  0.1311
H -2.914 9.242 -0.956  0.1333
H 2.392 0.776 -5.462  0.1196
C -0.305 -1.539 7.556  -0.1321
H -0.371 -1.158 0.698  0.1044
F 0.754 -2.231 4.226  0.1213
H 3.054 -12.532 -0.516  0.1329
C 2.112 -0.426 -3.711  -0.0569
H -1.239 -1.619 7.004  0.1277
H 0.306 -4.427 -3.298  0.0027
O -3.415 1.074 -1.980  0.0707
H 0.432 -1.020 6.937  0.1304
C 1.743 -0.486 -2.383  -0.1556
H -0.616 -3.569 8.277  0.1336
H 2.094 5.574 0.665  0.0669
H -8.680 4.783 0.551  0.1302
H -0.646 -7.447 0.207  0.1325
C -4.800 -0.753 -1.797  -0.1165
C 1.869 -1.855 -1.714  -0.1212
C 0.313 -1.351 9.715  -0.5574
O 2.001 3.209 1.188  -0.0310
C -0.463 -0.666 2.854  -0.2292
C 1.270 1.832 -2.472  -0.3532
C 2.075 0.751 -4.427  -0.0380
H 2.566 4.740 -3.221  0.0955
O 0.102 -6.629 -3.483  0.1478
H -8.100 2.743 1.702  0.1331
O -6.851 5.240 1.440  0.0595
F 1.900 -0.773 3.100  0.1294
O 5.441 -10.380 -0.677  0.0693
H -0.242 0.343 3.213  0.1516
O 0.852 -2.520 9.273  0.0603
C -4.586 1.455 -1.413  -0.5565
H -2.776 -0.628 -1.004  0.1192
F 5.816 3.698 -5.200  0.1342
C 0.180 -6.795 -0.087  -0.1079
H 1.184 1.599 2.283  0.1104
C 1.583 3.252 -4.535  -0.1341
O 0.519 -0.874 10.783  0.1701
C 0.196 -2.874 8.054  -0.1205
C -7.633 4.495 0.500  -0.1184
H 2.975 1.337 -0.207  0.1343
O -0.493 -0.803 8.764  0.0621
H 1.517 -8.507 0.040  0.1226
O 2.245 3.844 3.380  0.0720
H 2.330 -6.990 -0.362  0.1235
H -1.331 10.994 -0.480  0.1326
C -0.383 8.058 -1.046  -0.5589
H 5.704 -12.348 -1.301  0.1335
C -5.878 4.416 1.914  -0.5693
H -3.368 3.352 0.955  0.0974
I -0.984 -2.430 -4.538  0.8020
H 2.919 1.734 2.238  0.1348
H 3.648 5.620 1.462  0.0907
C -0.463 2.632 -0.518  -0.4051
H 5.252 -12.127 0.399  0.1336
H 0.458 -3.417 -1.092  0.0950
H -1.959 -1.064 1.422  0.1266
H 2.454 -1.303 -4.246  0.1089
H 3.481 -11.821 -2.084  0.1359
C 2.192 0.919 0.432  -0.0869
C 2.793 4.128 -4.101  -0.1324
C -2.275 1.515 1.216  -0.0223
F 0.974 -2.486 2.093  0.1356
C 4.912 2.858 -4.702  -0.2634
H -2.529 9.712 -2.621  0.1320
H 2.141 6.257 2.273  0.0884
F 4.195 2.902 -2.465  0.0553
C 3.630 -11.750 -1.005  -0.1141
O 0.286 7.099 -0.832  0.1552
C -3.346 -0.359 -1.896  -0.1155
H -5.260 -0.901 -2.777  0.1343
C 0.795 -1.556 3.052  -0.5273
O -4.960 4.773 2.584  0.1548


# 3
C44H51AsCl4GeKN2O9S as an isolated structure at a distorted geometry, computed with ωB97M-V/def2-TZVPD.

Calculated values
Charge: -2
HOMO level (alpha / beta) (hartree): -0.0981 / -0.1017
Spin multiplicity: 2
ΔE to the lowest compared entry with this formula, charge and spin (eV): 0.000
Kohn-Sham gap (alpha / beta) (eV): 6.42 / 6.06

Each line ends with the Löwdin charge.
Atoms and positions in Å:
H -5.042 1.249 4.955  0.0959
H 6.012 -1.030 -0.648  0.0506
H -2.516 4.203 -1.032  0.0893
O 2.035 -0.137 -1.970  -0.4511
H 0.169 -4.044 -3.535  0.0971
H 4.136 -2.653 2.111  0.0761
H 6.330 -2.545 0.218  0.0754
C 3.720 2.237 2.031  -0.0371
C -3.510 -2.224 -3.195  -0.6215
H 5.817 -1.094 1.110  0.0802
H 2.661 -1.918 3.630  0.0658
O 2.403 1.577 0.135  -0.4272
C 0.865 -1.386 4.322  -0.9642
C -3.002 -1.435 -2.083  -0.3859
H 2.784 -3.251 1.125  0.0713
H 0.282 -0.230 -4.795  0.0872
H 1.272 -1.520 -4.062  0.0831
C 0.408 -4.433 -0.148  -0.0467
H -0.650 -2.465 3.517  0.0806
H 4.642 3.159 -0.381  0.0494
C -6.008 1.566 -0.143  -0.0858
O -2.837 -1.891 -0.948  0.0240
C 1.617 0.429 -3.207  -0.7077
H 3.129 1.575 2.671  0.0675
H -6.576 1.520 -1.064  0.0956
C 1.651 3.451 1.331  -0.0452
C -5.893 1.322 2.253  -0.0377
C -2.320 4.350 1.108  -0.3600
H -0.357 2.464 3.896  0.0791
H -2.432 7.269 2.835  0.0913
C -2.711 0.002 -2.347  -0.4132
O 1.134 -6.373 1.064  0.0538
H 1.446 -7.260 0.850  0.0927
H 4.220 -2.013 -2.140  0.0636
O -2.220 0.694 -1.452  -0.0548
Ge 3.504 0.507 -0.955  0.9132
H 1.430 -7.469 -1.277  0.1001
H -1.023 2.033 6.219  0.0847
O 0.126 -2.330 0.857  -0.2239
H 1.055 2.785 1.959  0.0581
H -1.201 -1.269 1.495  -0.0192
C 0.859 -5.755 -0.125  -0.2560
H -6.376 1.084 3.194  0.0961
C -4.659 1.900 -0.180  -0.0867
Cl -3.815 -3.888 -2.861  0.6862
H -0.191 -2.841 -1.404  0.1049
H 0.992 -6.401 -3.459  0.0936
C 3.982 -2.711 -1.331  -0.0372
C -2.288 5.230 2.185  -0.0978
C 0.708 -0.606 -3.859  -0.0240
H -2.139 4.855 3.191  0.0914
H 3.427 1.525 -3.755  0.0565
H 4.607 -3.602 -1.450  0.0809
H -4.173 2.099 -1.126  0.0750
H -7.668 0.995 1.098  0.0905
H -2.353 -0.758 0.662  0.0034
C -3.536 -0.273 -4.652  -0.7096
N -0.429 -1.733 4.189  0.1145
H 3.966 4.551 0.487  0.0761
C -6.621 1.273 1.072  -0.0985
C 0.158 -3.572 1.084  -0.6003
C 4.217 -2.066 0.038  -0.7146
C -2.665 7.103 0.708  -0.1187
O -1.916 -0.600 1.517  -0.1241
H 2.450 0.977 -5.131  0.0775
C -3.055 0.527 -3.653  -0.6115
C -3.653 1.778 3.403  -0.1942
H -0.044 1.550 -2.344  0.0650
C -3.933 1.951 1.002  -0.2960
H 4.072 3.084 2.632  0.0795
C 1.068 -6.445 -1.320  -0.0460
H -3.368 1.456 6.760  0.0914
H 3.142 3.904 -0.948  0.0770
C 2.887 2.709 0.839  -0.7233
H -1.100 -0.996 4.328  0.0815
C 0.177 -3.856 -1.398  -0.0161
As -2.034 2.386 1.188  1.4033
H 0.517 2.175 -3.900  0.0780
Cl -2.814 2.229 -3.884  0.6794
S 1.388 0.036 5.100  0.4798
C 0.828 -5.842 -2.545  -0.1013
C -3.756 -1.672 -4.420  -0.7118
C -2.512 4.870 -0.175  -0.1223
H 1.370 -3.011 3.209  0.0660
Cl -3.911 0.392 -6.211  0.6202
K 0.785 -0.308 0.049  0.7732
H 4.592 1.674 1.683  0.0725
H 3.435 -0.183 -4.208  0.0768
H -2.800 8.167 0.556  0.0877
C -2.459 6.598 1.984  -0.1063
C 3.858 -3.057 1.134  -0.0266
O 3.359 -0.946 0.215  -0.3669
N 1.737 -2.271 3.805  0.1055
O 0.049 -4.114 2.198  -0.0063
H -0.119 -0.861 -3.188  0.0756
H 4.385 -4.005 0.990  0.0859
H 1.032 3.764 0.486  0.0801
C -2.693 6.231 -0.376  -0.1024
C 5.687 -1.660 0.183  -0.0718
H 1.924 4.332 1.920  0.0845
C -2.335 2.152 3.109  -0.3307
C -1.395 2.253 4.120  -0.1189
H 2.933 -3.000 -1.442  0.0798
C 3.715 3.634 -0.055  -0.0741
C -1.771 2.005 5.438  -0.1119
Cl -4.366 -2.648 -5.716  0.6199
C 2.806 0.708 -4.131  -0.0740
C -4.545 1.667 2.223  -0.1881
C 0.375 -4.531 -2.591  -0.0868
C 0.846 1.726 -2.957  -0.0315
H -2.846 6.610 -1.379  0.0940
C -3.084 1.665 5.736  -0.0958
H 1.482 2.441 -2.426  0.0729
C -4.027 1.547 4.719  -0.0382


# 4
C44H51BN7OP2S3Tl as an isolated structure at a distorted geometry, computed with ωB97M-V/def2-TZVPD.

Calculated values
Charge: 0
HOMO level (hartree): -0.2119
ΔE to the lowest compared entry with this formula, charge and spin (eV): 0.179
Kohn-Sham gap (eV): 5.89

Each line ends with the Löwdin charge.
Atoms and positions in Å:
C 3.413 -1.535 -1.470  -0.1122
H 2.649 -2.593 6.041  0.0972
H 4.096 -0.755 5.258  0.1308
S 1.186 -1.873 -4.364  0.6992
H 0.570 2.510 -1.537  0.0908
C -1.641 1.409 2.794  -0.3700
H 2.999 -1.961 0.617  0.1011
C -2.005 -0.625 4.050  -0.0958
H -1.393 -6.546 0.753  0.1345
H -1.693 -0.523 1.906  0.0717
P 1.151 0.149 1.340  0.8912
H 4.883 1.271 0.080  0.0784
H -2.721 -0.312 6.098  0.0993
H -3.374 -4.297 2.321  0.0913
H -5.097 -0.383 -4.861  0.0855
H 3.692 0.232 3.123  0.0984
H 3.649 -1.551 -3.502  0.0916
C 3.653 6.527 4.575  -0.4189
H 3.718 -2.606 -1.443  0.1159
C -2.367 0.095 5.162  -0.0954
H 5.012 0.692 -1.634  0.0813
C -4.784 -1.319 -5.389  -0.0796
C 4.462 1.343 -0.928  -0.0194
C 0.962 1.794 -2.287  -0.0903
C 3.186 -1.129 4.684  -0.1097
C -1.792 -6.632 -2.727  -0.0250
N -1.250 -5.635 0.377  0.0912
C 2.912 1.189 -0.764  -0.2990
H -2.421 -3.179 -4.204  0.0924
H 0.197 -6.416 -0.854  0.1187
H -2.689 -5.909 2.470  0.0768
H 0.723 0.549 -6.560  0.0646
C -0.763 6.030 0.525  -0.0871
C -1.650 -4.582 1.112  -0.4635
H 0.219 -2.215 2.501  0.0902
N 0.511 0.669 -4.364  -0.0855
C -1.243 -5.481 -2.114  -0.2361
C -2.592 -6.524 -3.857  -0.0370
H 3.147 0.876 -3.826  0.1738
C -0.439 -5.561 -0.824  -0.1046
H -2.866 2.036 5.923  0.1111
N -3.438 -1.129 -5.871  -0.1697
H -5.374 -1.541 -6.304  0.0914
C 1.779 2.627 2.402  -0.2845
H -1.981 -1.722 4.072  0.1041
H -3.061 -7.344 -4.345  0.0960
C 2.957 -1.186 -0.149  -0.1211
S -2.683 -0.260 -3.391  0.4863
H 1.391 2.295 4.453  0.0937
H -3.371 3.532 1.897  0.1126
C 1.512 3.138 3.826  -0.2594
B -0.203 0.778 -5.818  -0.4272
H -3.812 5.959 1.958  0.1099
H 4.604 2.376 -1.291  0.0836
C 2.606 4.076 4.390  -0.4989
H -1.946 -4.555 3.189  0.0793
C -2.531 -0.492 -5.072  -0.7014
C 0.252 1.653 -3.489  -0.1613
C 1.406 -2.668 4.265  -0.0731
S 2.286 5.712 3.699  0.7924
N 0.782 1.706 1.888  -0.4279
H 0.833 -3.557 4.462  0.0972
N -1.470 -4.271 -2.647  0.0978
C -2.720 -5.228 -4.418  -0.0521
C 2.383 -2.143 5.107  -0.0961
H 2.546 2.077 -0.235  0.1139
C 3.266 -0.956 -2.672  -0.1510
C 2.499 0.098 0.160  -0.3430
C -2.176 -4.165 -3.772  -0.1379
C 1.775 -0.737 2.808  -0.3263
C -2.826 5.623 1.604  -0.0947
N 2.163 1.135 -2.077  -0.0505
C -1.772 0.023 2.853  -0.1501
C -2.374 1.490 5.082  -0.0819
H -0.580 1.940 -6.001  0.0735
O -1.255 -3.388 0.846  -0.1571
C 1.336 -0.324 -3.907  -0.7375
C -1.732 -0.755 -7.188  -0.0844
Tl -0.578 -1.484 -1.274  0.7385
P -0.941 2.010 1.197  1.0655
H 2.735 2.127 2.417  0.0895
H 2.465 4.257 5.472  0.0755
N -1.443 -0.196 -5.956  0.0067
H 0.589 3.684 3.866  0.0731
H -0.107 6.718 0.021  0.1020
H -3.425 -1.955 -7.891  0.1082
C 1.068 -1.899 3.169  -0.1160
H -2.103 7.591 1.110  0.0989
H 1.863 3.490 1.720  0.0887
H 3.488 6.435 5.654  0.0359
H 4.629 6.204 4.236  0.0322
H -3.296 -5.086 -5.296  0.0939
H -0.947 -0.610 -7.941  0.1244
H 3.636 3.710 4.213  0.0916
C -2.584 4.247 1.613  -0.1029
H 0.205 -4.719 -0.830  0.0993
C -2.959 -1.319 -7.157  -0.0740
C 2.568 0.234 -3.099  -0.2917
H -4.944 -2.209 -4.737  0.0852
C 2.964 -0.465 3.500  -0.0894
C -0.430 4.683 0.586  -0.1038
C -1.953 2.195 3.924  -0.0816
H -0.626 2.247 -3.742  0.1016
H 0.492 4.376 0.077  0.0966
C -2.470 -4.871 2.307  0.0121
C -1.289 3.768 1.255  -0.3897
C -1.883 6.543 1.185  -0.0807
H 3.492 7.574 4.278  0.0247
H -1.977 3.271 3.944  0.0895
H -1.524 -7.599 -2.333  0.1032


DFT total energy
In order: -92341.301, -126165.200, -262476.523, -115384.965
Unit: eV